ORCA calculation (ωB97M-V/def2-TZVPD) on C16H20IN2PdSSi2 as an isolated structure.

```
43
Properties=species:S:1:pos:R:3:mulliken_charge:R:1
Pd 0.38609 -0.31291 1.38389 -0.023
C -2.35572 -0.84493 -0.72604 -1.341
Si -0.69002 0.04077 -0.68526 1.396
C -0.95849 1.85786 -1.12537 -1.346
C 0.22099 -0.60429 -2.23210 0.246
C -0.26915 -0.56607 -3.54223 -0.510
C 0.50137 -1.02816 -4.59453 -0.672
C 1.78092 -1.53182 -4.36075 -0.559
C 2.28172 -1.56931 -3.07224 -0.634
C 1.50396 -1.10748 -2.00626 0.210
Si 1.96231 -1.05816 -0.19611 0.741
C 2.34427 -2.79719 0.42200 -1.193
C 3.46664 0.03925 0.08549 -1.213
H -2.79157 -0.72026 -1.72115 0.353
H -3.05178 -0.43533 0.00523 0.384
H -2.25567 -1.91602 -0.54369 0.304
H -1.37743 1.91152 -2.13471 0.408
H -0.02277 2.41946 -1.13432 0.290
H -1.64583 2.35499 -0.44448 0.404
H -1.25903 -0.17009 -3.74417 0.311
H 0.11274 -0.99631 -5.60615 0.374
H 2.38034 -1.89058 -5.18932 0.376
H 3.27945 -1.96039 -2.90150 0.358
H 3.17121 -3.19999 -0.17253 0.344
H 1.48996 -3.46416 0.30812 0.324
H 2.63599 -2.78937 1.47199 0.319
H 4.30288 -0.34132 -0.51023 0.339
H 3.76004 0.04281 1.13546 0.312
H 3.27601 1.06803 -0.22026 0.324
S 1.20946 -0.62063 6.02211 -0.469
C 1.25425 -0.67196 4.39941 0.359
N 1.32662 -0.72934 3.22889 -0.644
I -1.65681 5.14172 2.75069 -0.016
C -2.03543 3.09615 2.57439 0.085
C -3.27300 2.58273 3.01810 -0.505
C -3.38690 1.17099 2.93874 -0.594
C -2.40297 0.41326 2.38664 -0.750
N -1.24710 0.95109 1.85334 -0.019
C -1.06609 2.30843 2.03782 -0.741
H -4.04092 3.21142 3.43701 0.383
H -4.25990 0.66426 3.33094 0.344
H -2.48561 -0.66610 2.34836 0.547
H -0.11504 2.71746 1.72477 0.396
```

HOMO level (spin up / spin down), eV: -2.2 / -5.2
Multiplicity: 3
Expectation value of S²: 2.02
E_LUMO (spin up / spin down), hartree: 0.0925 / 0.0393
Kohn-Sham gap (spin up / spin down), eV: 4.75 / 6.25
Net charge: -1
Relative energy (zero: lowest compared OMol25 entry of this formula, charge and spin), kJ/mol: 30.0
E, hartree: -2134.03679

=====

ORCA calculation (ωB97M-V/def2-TZVPD) on a 3-piece molecular cluster, C33H70Br2FN3O9PS2 overall.

```
121
Properties=species:S:1:pos:R:3:mulliken_charge:R:1
C 4.66920 1.44261 2.86281 -0.847
C 4.80666 0.04058 3.46008 -0.925
C 3.50473 -0.78829 3.41051 -0.416
O 2.55153 -0.20080 2.56539 -0.168
C 1.89102 -1.08544 1.67169 -1.112
O 1.44064 -0.39707 0.57508 -0.507
P -0.24829 0.03049 0.62639 1.536
C -2.10925 0.44784 0.83626 -0.578
C -2.35679 1.65248 1.76653 -0.631
C -3.60446 2.42702 1.29218 -0.816
S -4.50240 3.26497 2.65110 -0.217
C -5.24978 1.88255 3.47922 0.009
S -4.96015 1.69086 5.06426 -0.194
N -6.08783 1.03490 2.70522 -0.023
C -7.36121 0.75019 3.36635 -0.673
C -8.15059 -0.25982 2.50037 -0.554
O -7.55277 -0.45242 1.24110 -0.472
C -6.30341 -1.07409 1.45693 -0.597
C -5.40116 -0.22688 2.38017 0.877
C -0.46868 -1.20528 -0.82813 0.208
F 0.24847 -0.85082 -1.98442 -0.578
C -1.82481 -1.79578 -1.16877 -0.581
C -2.28290 -2.92739 -0.22213 -0.796
C 0.18418 1.67716 -0.40394 -1.380
Br 2.14062 1.71581 -0.83870 -0.238
C -0.47803 2.22006 -1.68075 -0.120
C -0.99484 3.64879 -1.40366 -1.431
Br -1.94307 1.27800 -2.59089 -0.162
O -0.51092 -1.30184 1.75612 -0.591
C 0.67940 -1.88676 2.18732 0.833
C 0.63597 -2.38178 3.62307 -0.502
C -0.21888 -3.65206 3.74652 -0.705
O -1.38416 -3.42077 4.55180 -0.629
H 4.77905 1.43732 1.78152 0.211
H 5.46413 2.07462 3.26740 0.408
H 3.72773 1.91446 3.12754 0.267
H 5.08166 0.15153 4.51069 0.364
H 5.62690 -0.48718 2.97313 0.286
H 3.09312 -0.84948 4.42302 0.301
H 3.74877 -1.81268 3.10954 0.367
H 2.64623 -1.78209 1.27259 0.235
H 0.00403 0.83642 1.79842 -0.010
H -2.55469 -0.42321 1.31246 0.319
H -2.62928 0.65156 -0.09763 0.399
H -1.52616 2.35798 1.72921 0.682
H -2.50907 1.33988 2.79764 0.202
H -4.32194 1.76603 0.81384 0.374
H -3.34144 3.21195 0.58783 0.284
H -7.92299 1.67988 3.43879 0.459
H -7.24191 0.32387 4.36547 0.452
H -8.18125 -1.22298 3.02811 0.287
H -9.18355 0.04885 2.35887 0.342
H -6.46785 -2.05571 1.91714 0.333
H -5.84357 -1.23840 0.48570 0.312
H -4.46438 0.00006 1.88669 -0.959
H -5.17819 -0.78369 3.29933 0.511
H 0.09303 -2.05870 -0.43655 0.354
H -2.64404 -1.10548 -1.34321 0.064
H -1.68889 -2.29785 -2.13436 0.368
H -3.14924 -2.61654 0.36002 0.010
H -1.47280 -3.24360 0.43284 0.035
H -2.57297 -3.80808 -0.79795 0.393
H 0.15372 2.46342 0.34351 1.075
H 0.27859 2.34444 -2.44557 0.650
H -0.10647 4.28001 -1.32919 0.282
H -1.46022 3.67978 -0.41870 0.309
H -1.67286 3.99626 -2.17469 0.411
H 0.76743 -2.81627 1.58199 0.180
H 0.22482 -1.61962 4.28276 0.292
H 1.65136 -2.63318 3.93092 0.153
H -0.54714 -3.97470 2.75768 0.253
H 0.36450 -4.46512 4.18049 0.372
H -2.13526 -3.45114 3.96560 0.326
C 4.34802 7.25573 -2.32378 -0.712
O 5.60494 6.94705 -1.75504 -0.329
C 6.19038 7.99385 -0.99616 -0.817
C 6.19492 7.66892 0.48292 -0.178
N 4.84907 7.70034 1.03754 -0.314
C 4.73211 7.15845 2.38936 -0.926
C 5.06964 5.68657 2.61052 -0.440
O 4.16496 4.78859 2.01194 -0.306
C 4.39973 4.50189 0.64228 0.077
H 4.10161 6.45668 -3.02031 0.243
H 3.55741 7.31077 -1.56840 0.298
H 4.38482 8.20139 -2.87415 0.334
H 5.69060 8.94899 -1.18536 0.401
H 7.22803 8.08777 -1.33133 0.388
H 6.81018 8.40721 1.00762 0.390
H 6.67199 6.68658 0.59939 0.174
H 4.23167 7.17696 0.43120 0.086
H 3.69552 7.30388 2.70244 0.376
H 5.35348 7.76529 3.05750 0.420
H 5.00013 5.50240 3.68687 0.364
H 6.10141 5.44545 2.32233 0.377
H 5.46697 4.52606 0.40200 0.284
H 3.85830 5.19665 -0.00665 0.145
H 4.01385 3.50502 0.43697 -0.350
C 0.43003 -4.85782 -2.98735 -0.837
O -0.76460 -4.61029 -3.70578 -0.181
C -0.55604 -4.12359 -5.02372 -0.943
C -0.94433 -5.16090 -6.05638 -0.176
N -0.01551 -6.28494 -6.06065 -0.313
C -0.45681 -7.43591 -6.84065 -0.699
C -1.73800 -8.14971 -6.41920 -0.477
O -1.64879 -8.83743 -5.18663 -0.439
C -1.86152 -8.04578 -4.03038 -0.505
H 0.16299 -5.02662 -1.94510 0.205
H 0.95467 -5.74655 -3.35870 0.360
H 1.10161 -3.99644 -3.03275 0.362
H 0.47530 -3.78954 -5.16423 0.449
H -1.20577 -3.25306 -5.14994 0.372
H -0.94329 -4.69700 -7.04761 0.400
H -1.97276 -5.47392 -5.83040 0.168
H 0.14061 -6.58273 -5.10699 0.079
H 0.35117 -8.17168 -6.81107 0.374
H -0.56273 -7.12344 -7.88507 0.401
H -1.93721 -8.91970 -7.17003 0.345
H -2.60816 -7.48219 -6.42291 0.348
H -2.57707 -7.24070 -4.21347 0.274
H -0.92688 -7.62319 -3.65310 0.147
H -2.26356 -8.69891 -3.25561 0.331
```

HOMO level, eV: -5.2
Multiplicity: 1
E_LUMO, hartree: 0.0628
Kohn-Sham gap, eV: 6.92
Net charge: -1
E, hartree: -8526.25326